1.
Below is a structure of composition C29H53ClCsMgN3O10S at a distorted geometry, with properties calculated with ωB97M-V with the def2-TZVPD basis set.

Geometry as ORCA input:
```
! wB97M-V def2-TZVPD RIJCOSX def2/J DEFGRID3
* xyz 0 1
C 0.361 4.825 0.159
C 0.422 3.473 -0.189
C -0.797 2.520 -0.242
C -0.702 1.333 0.824
Cl 0.527 2.041 2.059
O -1.848 1.145 1.566
C -2.742 0.161 1.054
C -4.115 0.508 1.789
C -3.048 0.217 -0.479
C -4.514 -0.203 -0.911
C -4.377 -0.561 -2.421
N -4.031 0.636 -3.262
O -2.376 -1.103 1.586
C -2.539 -2.192 0.690
C -2.015 -3.500 1.448
C -1.338 -4.516 0.478
O -1.209 -3.181 2.585
C 0.004 0.033 0.253
S 0.732 -0.904 1.714
N 1.131 0.306 -0.651
C 1.634 -0.965 -1.257
C 2.638 -0.531 -2.393
C 4.146 -0.676 -1.978
O 4.405 -0.481 -0.562
H 1.121 5.234 0.871
H -0.365 5.530 -0.288
H 1.410 3.060 -0.477
H -1.035 2.142 -1.267
H -1.690 3.133 0.058
H -3.828 0.796 2.834
H -4.783 -0.372 1.849
H -4.598 1.411 1.348
H -2.325 -0.312 -1.138
H -3.000 1.300 -0.779
H -5.221 0.649 -0.774
H -4.917 -1.064 -0.341
H -3.546 -1.297 -2.600
H -5.291 -1.037 -2.838
H -4.296 0.410 -4.221
H -3.010 0.660 -3.303
H -3.588 -2.433 0.407
H -1.941 -2.145 -0.252
H -2.919 -4.007 1.871
H -1.440 -5.562 0.862
H -0.268 -4.289 0.265
H -1.873 -4.503 -0.508
H -0.282 -3.323 2.375
H -0.678 -0.701 -0.234
H 2.010 -0.401 1.805
H 0.836 0.839 -1.474
H 2.212 -1.577 -0.535
H 0.766 -1.498 -1.716
H 2.484 0.503 -2.772
H 2.473 -1.214 -3.264
H 4.511 -1.667 -2.354
H 4.708 0.130 -2.510
H 4.237 -1.377 -0.147
Mg -0.803 4.364 2.415
C -2.342 -3.592 -4.314
O -3.528 -3.352 -4.689
O -1.461 -3.569 -5.381
O -1.876 -3.831 -3.182
H -2.150 -3.364 -6.039
C 5.309 2.028 1.581
C 6.533 2.049 0.675
C 7.831 1.689 1.400
C 8.239 2.642 2.526
C 8.411 4.102 2.109
C 9.514 4.311 1.079
H 5.381 2.771 2.377
H 4.410 2.250 1.004
H 5.180 1.044 2.040
H 6.619 3.028 0.199
H 6.378 1.327 -0.135
H 8.638 1.629 0.664
H 7.735 0.679 1.823
H 9.179 2.283 2.958
H 7.501 2.590 3.333
H 8.652 4.687 3.001
H 7.468 4.504 1.726
H 10.474 3.953 1.458
H 9.620 5.373 0.850
H 9.298 3.793 0.142
C -1.234 3.484 7.045
O -1.026 3.064 8.185
O -0.394 3.428 6.095
O -2.305 4.028 6.655
N -6.384 -3.281 -1.694
C -6.700 -4.069 -2.729
C -7.987 -4.508 -2.997
C -9.007 -4.115 -2.146
C -8.704 -3.300 -1.065
C -7.386 -2.914 -0.887
H -5.866 -4.351 -3.366
H -8.185 -5.142 -3.851
H -10.027 -4.439 -2.321
H -9.474 -2.973 -0.378
H -7.102 -2.273 -0.058
Cs 5.346 -1.429 1.281
*
```

Results
Highest occupied orbital energy (eV): -6.273
Calculated total energy (eV): -85215.197
Max |F| (eV Å⁻¹): 8.26
Orbital gap (eV): 3.154


2.
Below is a cluster of 7 separate species, C5H24O7 in total at a distorted geometry, with properties calculated with ωB97M-V with the def2-TZVPD basis set.

Geometry as ORCA input:
```
! wB97M-V def2-TZVPD RIJCOSX def2/J DEFGRID3
* xyz 0 1
C 3.052 0.434 -2.659
O 2.576 1.357 -1.755
H 3.067 0.961 -3.612
H 4.030 0.118 -2.295
H 2.432 -0.459 -2.740
H 2.121 2.103 -2.152
C 3.545 -1.237 1.763
O 3.054 -1.601 0.476
H 3.548 -2.071 2.464
H 4.494 -0.709 1.676
H 2.886 -0.428 2.078
H 2.454 -0.915 0.174
C -1.424 -2.619 2.268
O -0.566 -1.525 2.432
H -2.421 -2.366 1.907
H -1.061 -3.202 1.421
H -1.441 -3.177 3.203
H -0.197 -1.390 1.556
C -2.910 0.540 1.464
O -3.507 1.779 1.350
H -2.461 0.204 0.529
H -2.116 0.650 2.203
H -3.790 0.034 1.860
H -4.142 1.698 0.634
C -1.807 3.136 -1.849
O -0.500 3.604 -1.350
H -2.102 2.159 -1.466
H -2.602 3.756 -1.435
H -1.790 3.241 -2.934
H -0.466 3.501 -0.397
O 0.566 -0.095 0.177
H 0.638 0.763 -0.242
H -0.243 -0.467 -0.174
O -0.852 -2.254 -1.372
H -0.358 -3.070 -1.456
H -1.709 -2.454 -1.748
*
```

Results
Highest occupied orbital energy (eV): -9.589
Energy above the lowest of the compared OMol25 structures with the same formula, charge and spin (kJ/mol): 278.20
Calculated total energy (eV): -19903.630
SMILES string: CO.CO.CO.CO.CO.O.O
Max |F| (eV Å⁻¹): 3.00
Orbital gap (eV): 9.714